# 1
ORCA calculation (ωB97M-V/def2-TZVPD) on the molecule C4H8O2.

Last column: Löwdin charge in e.
CARTESIAN COORDINATES (ANGSTROEM)
C  0.42526  1.82568  1.20171  -0.1102
C  0.93315  0.37317  1.05534  -0.1021
C  -0.02718  -0.26273  -0.09551  -0.4234
O  -0.54606  0.52370  -0.85553  0.0438
O  -0.28397  -1.58393  -0.28991  -0.0431
C  -0.94183  -1.85493  -1.57658  -0.0393
H  -0.05012  2.03207  2.16246  0.0709
H  1.15292  2.61371  0.97680  0.0753
H  -0.32356  1.89487  0.42243  0.0468
H  1.98903  0.40184  0.72746  0.1088
H  0.96054  -0.14874  2.02354  0.1013
H  -1.28388  -2.89383  -1.58121  0.0891
H  -1.79346  -1.20035  -1.79128  0.0883
H  -0.21084  -1.72053  -2.37971  0.0938

Cartesian forces (eV/Å) of the 6 atoms listed first:
C -0.1450 0.0210 -0.0355
C -0.4533 -0.3509 -0.4272
C -0.0025 0.6341 -0.3732
O 0.3122 -0.2529 -0.0610
O 0.4684 0.2801 0.2061
C 0.1186 -0.0460 0.0334

- SMILES = CCC(=O)OC
- energy relative to the best compared isomer or geometry (same formula, charge and spin) (kcal/mol) = 29.8
- DFT total energy (hartree) = -307.66487
- max |F| (eV/Å) = 0.81

=====

# 2
ORCA calculation (ωB97M-V/def2-TZVPD) on the ion C4H8O2 with charge +1.

Last column: Mulliken spin population.
CARTESIAN COORDINATES (ANGSTROEM)
C  -0.11668  -1.18081  -0.50820  0.0110
O  -0.04866  -2.44920  0.07945  0.0116
C  0.71007  -0.25834  0.37461  0.0041
C  0.54694  1.21984  0.06609  0.1357
C  -0.89227  1.64654  0.33991  0.0060
O  -1.19586  2.77109  0.56638  0.6959
H  -1.17106  -0.85539  -0.64642  0.0125
H  0.33985  -1.16690  -1.51616  0.0048
H  -0.55615  -3.09019  -0.43123  -0.0008
H  1.75502  -0.54363  0.22131  0.0251
H  0.49821  -0.39665  1.44449  0.0026
H  1.19852  1.86265  0.66117  0.0043
H  0.67994  1.52261  -0.97147  -0.0066
H  -1.74787  0.91840  0.32007  0.0939

Cartesian forces (eV/Å) of the 6 atoms listed first:
C 0.2576 -0.0681 -0.3126
O -0.1530 0.0332 0.0346
C -0.2791 0.0361 0.1515
C 0.3673 -0.2693 0.1930
C -0.4838 0.4313 0.1269
O 0.0069 0.0857 0.0599

- 2S+1 = 2
- energy relative to the best compared isomer or geometry (same formula, charge and spin) (kcal/mol) = 25.5
- DFT total energy (hartree) = -307.30224
- max |F| (eV/Å) = 0.66
- total charge = +1
- expectation value of S² = 0.76

=====

# 3
ORCA calculation (ωB97M-V/def2-TZVPD) on a cluster of 2 separate species, C4H8O2 in total.

Last column: Mulliken spin population.
CARTESIAN COORDINATES (ANGSTROEM)
O  -0.79694  -1.57802  1.34701  0.0005
C  -1.82342  -0.96192  1.33800  -0.0002
C  -2.04354  0.51508  1.59468  0.0002
H  -2.92244  -1.48551  1.24433  -0.0001
H  -3.06973  0.60432  1.23121  0.0000
H  -1.80898  0.88120  2.63683  0.0000
H  -1.32069  1.03400  0.96575  -0.0010
C  2.25250  0.05398  -2.30376  0.5584
C  1.65198  1.09790  -1.59262  0.1932
O  0.90906  0.75852  -0.53795  0.1409
H  3.28454  0.14459  -2.59595  0.0363
H  1.91015  -0.98577  -2.38659  0.0437
H  1.26396  2.04005  -1.89273  0.0324
H  1.33160  0.15239  0.10050  -0.0043

Cartesian forces (eV/Å) of the 6 atoms listed first:
O 0.2328 0.2476 -0.5345
C -2.5910 -0.8392 1.3700
C 0.7799 -0.3808 -0.1281
H 2.4335 0.4335 -0.1242
H 0.1526 1.0831 0.5006
H -0.7184 -0.7606 -0.9470

- 2S+1 = 2
- energy relative to the best compared isomer or geometry (same formula, charge and spin) (kcal/mol) = 54.3
- DFT total energy (hartree) = -307.25647
- max |F| (eV/Å) = 4.88
- total charge = +1
- expectation value of S² = 0.76

=====

# 4
ORCA calculation (ωB97M-V/def2-TZVPD) on a structure of composition C4H8O2S.

Last column: Löwdin charge in e.
CARTESIAN COORDINATES (ANGSTROEM)
C  -3.52476  -0.46749  0.39123  -0.1663
C  1.82284  0.58832  0.24940  -0.2115
C  0.64974  1.04727  -0.70750  -0.3575
C  1.70244  -0.96030  0.12339  -0.4644
O  -3.10245  0.37401  -0.32359  -0.0193
O  -0.40242  0.37898  -0.19913  -0.5160
S  -0.03940  -1.24142  -0.33915  0.9185
H  -2.96992  -0.61638  1.29173  0.0649
H  -4.50969  -1.00873  0.03854  0.1117
H  2.92324  0.98992  -0.04376  0.1494
H  1.62577  0.85090  1.35571  0.1221
H  0.58648  2.18252  -0.67172  0.1513
H  0.92552  0.69266  -1.63055  0.0711
H  2.29820  -1.29538  -0.66401  0.0301
H  2.01441  -1.51488  1.12942  0.1159

Cartesian forces (eV/Å) of the 6 atoms listed first:
C -2.0426 -0.6158 -1.1701
C 1.5323 0.4057 0.5150
C 3.0783 3.0051 3.0635
C 0.3123 -0.1516 3.2645
O 0.2479 1.3499 -1.3630
O -2.3458 -0.7364 0.3171

- energy relative to the best compared isomer or geometry (same formula, charge and spin) (kcal/mol) = 82.2
- DFT total energy (hartree) = -705.76470
- max |F| (eV/Å) = 5.28

=====

Among the records above, which one has the lowest energy relative to the best compared isomer or geometry (same formula, charge and spin)? number 2

=====

Among the records above, which one has the highest energy relative to the best compared isomer or geometry (same formula, charge and spin)? C4H8O2S

=====

Among the records above, which one has the highest max |F|? C4H8O2S

=====

Look up the max |F| of the fourth one. 5.28 eV/Å